No. 1
Entry from the OMol25 dataset: a structure of composition C4H7NO2S in a non-equilibrium geometry (the ωB97M-V functional and the def2-TZVPD basis).

Properties
HOMO-LUMO gap (eV): 8.87
Maximum force (eV/Å): 7.97
LUMO energy (eV): -0.9
Total energy (eV): -20677.361

```
15
Properties=species:S:1:pos:R:3:mulliken_charge:R:1
C 2.05 -0.75 -1.05 -0.6456
C 1.23 -1.74 -0.19 0.4064
C -0.47 -0.03 0.63 0.6307
C -0.27 1.06 -0.28 -1.0417
H 3.20 -1.08 -0.91 0.2720
H 1.78 0.34 -0.54 0.2178
H 1.50 -1.19 -2.19 0.2280
H -0.41 -2.33 0.94 0.3078
H 0.56 1.58 0.16 0.4556
H 0.01 0.78 -1.39 0.4128
H -0.06 3.48 -0.65 0.1487
N -0.04 -1.44 0.45 -0.1146
O 1.83 -2.79 0.10 -0.5851
O -1.40 0.05 1.44 -0.5571
S -1.56 2.45 -0.35 -0.1356
```

=====

No. 2
Entry from the OMol25 dataset: a structure of composition C34H52BrCl3F4GaLiMgNNa2O3PSi in a non-equilibrium geometry (the ωB97M-V functional and the def2-TZVPD basis).

Properties
HOMO-LUMO gap (eV): 1.31
Maximum force (eV/Å): 4.67
LUMO energy (eV): -2.8
Total energy (eV): -246222.352

```
105
Properties=species:S:1:pos:R:3:mulliken_charge:R:1
C -6.88 -1.92 1.35 -1.3639
C -6.29 -0.57 1.00 0.0368
O -5.62 -0.01 2.11 -0.3076
C -5.55 1.38 2.11 -0.4843
C -4.19 1.82 1.41 0.9424
O -3.44 2.60 2.23 -0.6032
C -2.20 2.97 1.59 -0.6304
Ga -0.99 1.36 1.18 -0.8454
C -1.39 -0.10 2.47 0.8732
C -1.05 -1.41 2.13 0.4657
C -1.23 -2.47 3.00 -1.0039
C -1.78 -2.24 4.26 -1.2962
C -2.18 -0.94 4.61 -0.7386
C -1.96 0.10 3.73 0.1489
P 1.21 1.99 1.59 -0.7262
C 1.95 3.17 0.35 -0.5444
C 3.32 2.77 -0.22 -1.3277
C 2.32 0.54 1.88 -1.0015
C 2.24 -0.60 0.80 -0.1503
C -1.47 0.78 -0.77 0.5384
F -2.60 1.52 -1.27 -0.4293
F -1.89 -0.52 -0.78 -0.3093
C -0.37 0.99 -1.77 1.0774
C -0.54 0.17 -3.08 -0.7182
Si 1.14 -0.29 -3.81 0.4129
C 2.55 0.57 -2.98 -1.0167
C 1.15 0.11 -5.67 -1.1536
C 1.28 -2.18 -3.72 0.0040
C 2.05 -2.88 -2.81 -0.1345
C 2.07 -4.27 -2.80 -0.7546
C 1.29 -4.96 -3.71 -0.4964
C 0.52 -4.30 -4.65 -0.2038
C 0.53 -2.91 -4.63 0.8647
H -6.25 -2.46 2.04 0.3559
H -6.97 -2.52 0.44 0.3666
H -7.89 -1.83 1.75 0.3192
H -5.60 -0.71 0.16 0.2195
H -7.11 0.07 0.63 0.2401
H -6.46 1.83 1.64 0.2290
H -5.48 1.67 3.15 0.2636
H -3.72 0.88 1.11 -0.2711
H -4.39 2.36 0.45 -0.1715
H -1.68 3.61 2.29 0.4507
H -2.40 3.57 0.69 0.3972
H -0.63 -1.65 1.16 0.2840
H -0.95 -3.47 2.70 0.4418
H -1.92 -3.08 4.96 0.4294
H -2.65 -0.74 5.56 0.5370
H -2.24 1.09 4.06 0.4523
H 2.12 4.10 0.89 0.6106
H 1.25 3.44 -0.45 0.3337
H 3.53 3.39 -1.08 0.3790
H 4.11 3.02 0.50 0.4009
H 3.40 1.72 -0.46 0.2071
H 2.04 0.10 2.84 0.5437
H 3.37 0.90 1.98 0.6791
H 1.38 -1.23 1.01 -0.1322
H 3.12 -1.27 0.87 0.3630
H 2.24 -0.24 -0.22 -0.1550
H -0.43 2.07 -2.08 -0.2430
H 0.61 0.88 -1.33 -0.8481
H -1.12 -0.74 -2.93 0.5411
H -1.14 0.76 -3.84 0.2170
H 3.46 0.40 -3.55 0.4508
H 2.70 0.24 -1.96 -0.0995
H 2.35 1.64 -2.98 0.4131
H 1.86 -0.53 -6.18 0.3537
H 1.44 1.15 -5.76 0.3767
H 0.16 0.00 -6.11 0.2353
H 2.65 -2.34 -2.09 0.3972
H 2.68 -4.78 -2.08 0.4315
H 1.27 -6.04 -3.71 0.3812
H -0.08 -4.84 -5.36 0.3415
H -0.06 -2.36 -5.37 -1.0656
Mg -1.40 2.75 -3.21 0.3657
C 7.05 0.67 -4.15 -1.0667
C 6.72 0.75 -2.63 0.0010
O 5.44 0.83 -2.42 -0.3880
H 6.72 1.58 -4.65 0.2941
H 8.13 0.57 -4.29 0.3999
H 6.57 -0.19 -4.62 0.2550
H 7.33 1.55 -2.20 0.2057
H 7.28 -0.21 -2.12 0.2750
Li -1.65 -2.30 -6.35 0.9648
Br 0.73 -1.75 4.92 -0.4092
Na -5.99 2.95 0.40 0.8738
C -5.61 -3.99 -6.21 0.0261
Cl -6.89 -3.36 -7.23 -0.0757
Cl -4.96 -5.49 -6.86 -0.0979
Cl -4.31 -2.77 -6.02 -0.1729
H -6.02 -4.19 -5.23 0.3142
F 8.28 0.03 -1.12 -0.6031
F -1.07 -4.10 6.04 -0.8904
N 2.89 3.25 5.94 -0.5464
C 1.80 2.57 5.59 -0.2628
C 0.90 2.03 6.49 -0.2419
C 1.14 2.20 7.84 -0.4784
C 2.27 2.91 8.23 -0.3129
C 3.11 3.41 7.25 -0.3255
H 1.65 2.45 4.52 0.7328
H 0.03 1.48 6.15 0.3428
H 0.47 1.80 8.58 0.4011
H 2.50 3.07 9.28 0.3588
H 4.00 3.97 7.51 0.3673
Na 4.29 -0.77 2.15 0.9123
```

=====

No. 3
Entry from the OMol25 dataset: a cluster of 2 separate species, H2NO2P in total in a non-equilibrium geometry (the ωB97M-V functional and the def2-TZVPD basis).

Properties
Charge: -2
HOMO-LUMO gap (eV): 6.57
Maximum force (eV/Å): 2.92
LUMO energy (eV): 7.4
Total energy (eV): -14902.307

```
6
Properties=species:S:1:pos:R:3:mulliken_charge:R:1
N -4.88 -0.39 0.23 0.0237
O -4.26 0.54 0.80 -0.4917
O -4.67 -0.56 -1.05 -0.5320
P 4.08 -0.23 0.05 -0.5296
H 5.23 0.01 0.92 -0.2183
H 4.50 0.64 -0.95 -0.2520
```

=====

No. 4
Entry from the OMol25 dataset: a structure of composition C4H4FeLiO5 in a non-equilibrium geometry (the ωB97M-V functional and the def2-TZVPD basis).

Properties
Multiplicity: 7
Charge: +1
HOMO-LUMO gap (alpha / beta) (eV): 7.97 / 6.48
Maximum force (eV/Å): 2.45
LUMO energy (alpha / beta) (eV): -4.5 / -7.4
Total energy (eV): -49033.417

```
15
Properties=species:S:1:pos:R:3:lowdin_spin:R:1
O -0.34 1.62 -0.24 0.1005
O -0.05 -0.30 0.78 0.2437
C 1.42 -1.82 -0.33 0.6888
C 2.87 -1.43 -0.18 0.1572
O 2.99 -0.03 -0.17 0.5644
C -0.85 0.56 0.23 0.0480
H 1.03 -2.61 0.33 0.0279
H 0.94 -1.57 -1.28 0.0317
H 3.44 -1.87 -1.02 0.0334
H 3.27 -1.87 0.75 0.0293
O -2.70 -0.97 0.17 0.0064
O -3.12 1.16 -0.25 0.0064
C -2.32 0.22 0.04 0.0038
Fe 1.45 0.90 0.16 4.0580
Li -4.51 -0.24 -0.13 0.0003
```